Entry from the Open Molecules 2025 dataset: a cluster of 2 separate species, C8H8 in total at a distorted geometry (ωB97M-V/def2-TZVPD).

Structure (XYZ):
```
16
Properties=species:S:1:pos:R:3:forces:R:3:lowdin_charge:R:1
C -1.708018 -0.233351 -0.220333 4.450 3.949 1.358 -0.09
C -0.980531 0.083779 -1.438542 -0.720 1.295 2.048 -0.15
C -0.066198 1.135405 -1.595287 -0.724 -1.740 2.744 0.00
C 0.483005 1.505853 -0.159719 0.291 2.282 -7.549 -0.11
C -0.114678 1.176926 0.950922 -3.174 -1.284 2.999 -0.19
C -1.323433 0.368011 1.005496 0.919 -2.010 -0.150 -0.07
H -2.313879 -1.023257 -0.150047 -2.526 -2.850 -0.270 0.05
H -1.194519 -0.617472 -2.168888 -0.572 -0.648 -2.137 0.07
H 0.087072 1.392980 -2.719979 0.901 -0.015 2.612 0.13
H 1.307362 2.205168 -0.202914 0.168 -0.140 0.377 0.09
H 0.291322 1.531552 1.880585 0.226 -0.013 0.266 0.11
H -1.642454 -0.173775 2.019953 0.401 1.839 -2.315 0.15
C 1.480426 -1.419560 0.335313 0.657 -2.016 2.486 -0.03
C 2.278188 -2.164199 0.972298 -2.465 1.622 -2.097 -0.03
H 0.501820 -0.804496 0.039937 3.153 -1.934 0.556 0.03
H 2.914516 -2.963565 1.451205 -0.986 1.662 -0.927 0.03
```
Positions in Å, forces in eV/Å.

Kohn-Sham gap	9.78	eV
LUMO energy	0.6	eV
ΔE to the lowest compared entry with this formula, charge and spin	450.1	kJ/mol
total charge	0
E	-309.4424	Ha
E_HOMO	-0.3387	Ha